Entry 1:
ORCA calculation (wB97M-V/def2-TZVPD) on a 2-piece molecular cluster, C5H11O2 overall at a distorted geometry.

molar mass: 103.141 g/mol
frontier orbital gap: 7.5 eV
HOMO: -3.86 eV
energy above the lowest of the compared OMol25 structures with the same formula, charge and spin: 26.7 kJ/mol

Geometry as ORCA input:
```
! wB97M-V def2-TZVPD RIJCOSX def2/J DEFGRID3
* xyz -1 1
C -0.663 0.728 -0.149
C -2.017 1.108 -0.728
C 0.062 1.892 0.538
H -0.743 -0.107 0.549
H -0.030 0.327 -0.938
H -1.923 1.434 -1.769
H -2.545 1.925 -0.239
H 0.425 2.542 -0.263
H -0.597 2.466 1.193
H -2.732 0.290 -0.745
H 0.911 1.562 1.120
C 1.401 -2.097 -0.490
C 1.367 -1.926 1.074
O 0.528 -2.646 1.658
O 2.165 -1.090 1.549
H 1.971 -1.240 -0.839
H 0.380 -2.202 -0.830
H 2.041 -2.964 -0.690
*
```

***

Entry 2:
ORCA calculation (wB97M-V/def2-TZVPD) on C18H41N2O2P3Pb as an isolated structure at a distorted geometry.

molar mass: 617.660 g/mol
frontier orbital gap (spin up / spin down): 4.8 / 5.4 eV
HOMO (spin up / spin down): -19.53 / -19.53 eV
energy above the lowest of the compared OMol25 structures with the same formula, charge and spin: 0.0 kJ/mol

Geometry as ORCA input:
```
! wB97M-V def2-TZVPD RIJCOSX def2/J DEFGRID3
* xyz 4 1
Pb 0.390 1.477 1.219
P -0.649 2.517 -1.056
P -2.259 0.644 1.905
P 2.475 -0.060 0.214
H -1.526 -3.389 1.504
C -0.447 -3.437 1.659
C 0.119 -3.242 2.862
H -0.478 -3.052 3.771
C -1.395 1.433 -2.295
C -1.881 3.788 -0.706
C 0.721 3.380 -1.881
C -2.545 -0.602 3.213
C -2.978 2.084 2.768
C -3.665 0.226 0.822
C 3.176 -1.543 1.009
C 3.923 1.024 0.026
C 2.273 -0.672 -1.483
H 0.146 -3.648 0.765
H 1.207 -3.335 3.014
H -1.723 2.061 -3.139
H -2.231 0.853 -1.881
H -0.596 0.750 -2.589
H -1.991 4.374 -1.628
H -1.523 4.422 0.118
H -2.833 3.320 -0.421
H 0.285 4.035 -2.644
H 1.418 2.669 -2.345
H 1.274 3.982 -1.145
H -3.634 -0.635 3.373
H -2.046 -0.293 4.143
H -2.173 -1.590 2.908
H -4.029 1.836 2.982
H -2.929 2.978 2.140
H -2.448 2.270 3.707
H -4.557 0.233 1.466
H -3.517 -0.778 0.399
H -3.773 0.966 0.018
H 3.933 -1.944 0.317
H 2.390 -2.290 1.201
H 3.648 -1.247 1.956
H 4.663 0.487 -0.579
H 4.335 1.251 1.018
H 3.640 1.960 -0.475
H 3.261 -1.025 -1.809
H 1.916 0.107 -2.168
H 1.555 -1.502 -1.479
C 0.538 -1.715 -4.478
C -0.194 -1.953 -5.643
C -0.216 -3.252 -6.151
C 0.450 -4.281 -5.495
C 1.293 -3.992 -4.428
C 1.416 -2.672 -3.981
O 0.347 -0.552 -3.788
H -0.487 -0.125 -4.069
H -0.768 -1.150 -6.075
H -0.790 -3.457 -7.047
H 0.320 -5.311 -5.824
H 1.855 -4.779 -3.946
H 2.141 -2.423 -3.214
N -0.383 1.643 5.905
C 0.521 1.814 4.916
N 1.767 2.124 5.333
O 0.211 1.663 3.699
H -0.082 1.724 6.868
H -1.331 1.423 5.677
H 2.507 2.244 4.649
H 1.963 2.182 6.318
*
```

***

Entry 3:
ORCA calculation (wB97M-V/def2-TZVPD) on a 7-piece molecular cluster, C20H42O13S4 overall at a distorted geometry.

molar mass: 618.811 g/mol
frontier orbital gap: 8.8 eV
HOMO: -8.33 eV
energy above the lowest of the compared OMol25 structures with the same formula, charge and spin: 0.0 kJ/mol

Geometry as ORCA input:
```
! wB97M-V def2-TZVPD RIJCOSX def2/J DEFGRID3
* xyz 0 1
C 1.143 -4.357 3.649
C 1.708 -4.636 2.282
C 0.670 -5.132 1.272
O 0.897 -4.323 0.111
C 1.753 -3.345 0.416
O 2.103 -2.516 -0.338
O 2.192 -3.433 1.679
H 0.994 -5.289 4.196
H 0.183 -3.854 3.569
H 1.802 -3.701 4.218
H 2.516 -5.369 2.312
H -0.361 -5.021 1.601
H 0.801 -6.188 1.037
C 1.270 -0.396 -3.184
C 1.399 0.547 -1.994
C 2.790 0.485 -1.325
O 3.264 1.831 -1.480
C 2.348 2.586 -2.124
O 2.517 3.696 -2.395
O 1.287 1.864 -2.537
H 1.249 -1.469 -2.980
H 2.108 -0.287 -3.876
H 0.300 -0.186 -3.641
H 0.592 0.341 -1.296
H 3.397 -0.197 -1.918
H 2.696 0.138 -0.300
C 3.637 -0.296 3.744
C 3.269 1.129 4.002
C 3.628 2.060 2.808
O 2.392 2.691 2.476
C 1.383 2.174 3.209
O 0.240 2.436 3.066
O 1.849 1.289 4.116
H 3.184 -0.682 2.826
H 3.401 -0.983 4.554
H 4.718 -0.367 3.579
H 3.728 1.491 4.924
H 3.841 1.391 1.970
H 4.438 2.747 3.010
C -1.228 3.762 0.089
S -2.039 5.206 -0.653
O -2.588 6.020 0.459
C -0.652 6.078 -1.373
H -0.199 4.001 0.352
H -1.197 3.049 -0.743
H -1.796 3.307 0.890
H -0.986 7.102 -1.555
H -0.298 5.662 -2.315
H 0.190 6.217 -0.689
C -2.851 -0.044 1.531
S -1.338 -0.814 2.140
O -1.365 -2.244 1.671
C -0.187 -0.085 0.969
H -2.698 1.025 1.694
H -3.694 -0.492 2.042
H -2.936 -0.203 0.453
H -0.574 -0.390 -0.005
H 0.803 -0.464 1.197
H -0.209 1.006 1.016
C -1.768 -3.274 -3.003
S -2.796 -2.371 -1.823
O -4.204 -2.180 -2.261
C -2.872 -3.693 -0.608
H -0.841 -3.596 -2.529
H -1.483 -2.564 -3.783
H -2.273 -4.120 -3.471
H -1.869 -4.096 -0.533
H -3.542 -4.460 -0.997
H -3.192 -3.244 0.322
C -2.167 1.960 -4.028
S -2.850 0.937 -2.698
O -1.873 0.981 -1.565
C -4.208 2.065 -2.255
H -1.948 2.943 -3.612
H -2.950 2.040 -4.782
H -1.279 1.481 -4.423
H -3.732 2.920 -1.782
H -4.748 1.512 -1.484
H -4.885 2.194 -3.092
*
```

***

Entry 4:
ORCA calculation (wB97M-V/def2-TZVPD) on a 2-piece molecular cluster, C2H6P2 overall at a distorted geometry.

molar mass: 92.018 g/mol
frontier orbital gap (spin up / spin down): 7.0 / 7.5 eV
HOMO (spin up / spin down): -8.11 / -8.30 eV
energy above the lowest of the compared OMol25 structures with the same formula, charge and spin: 265.0 kJ/mol

Geometry as ORCA input:
```
! wB97M-V def2-TZVPD RIJCOSX def2/J DEFGRID3
* xyz 0 1
C 1.375 0.069 0.756
C 1.064 0.653 -0.658
P -2.483 -1.330 -0.401
P -2.754 0.626 -0.394
H 1.864 -0.917 0.778
H 2.198 0.786 1.180
H 0.537 0.027 1.390
H 1.155 0.072 -1.647
H 0.780 1.703 -0.806
H -3.737 -1.688 -0.198
*
```

***

Entry 5:
ORCA calculation (wB97M-V/def2-TZVPD) on a 2-piece molecular cluster, C4H11N3 overall at a distorted geometry.

molar mass: 101.153 g/mol
frontier orbital gap: 8.6 eV
structure (SMILES): [H]/N=C\C.C/N=C/N
HOMO: -7.59 eV
energy above the lowest of the compared OMol25 structures with the same formula, charge and spin: 352.3 kJ/mol

Geometry as ORCA input:
```
! wB97M-V def2-TZVPD RIJCOSX def2/J DEFGRID3
* xyz 0 1
C -1.527 -1.440 -0.040
N -1.042 1.957 -0.737
C -0.818 0.646 -0.899
N -0.867 -0.166 0.173
H -0.947 2.587 -1.518
H -1.060 2.297 0.214
H -0.899 0.283 -1.927
H -1.222 -2.119 0.760
H -2.616 -1.345 0.019
H -1.265 -1.916 -1.000
C 1.623 -0.261 1.432
C 1.186 -0.367 0.001
N 1.461 0.524 -0.944
H 1.708 1.432 -0.550
H 1.099 -1.393 -0.361
H 1.613 0.777 1.767
H 2.632 -0.669 1.539
H 0.941 -0.828 2.069
*
```

***

Entry 6:
ORCA calculation (wB97M-V/def2-TZVPD) on C7H13N as an isolated structure at a distorted geometry.

molar mass: 111.188 g/mol
frontier orbital gap: 6.3 eV
HOMO: -7.07 eV
energy above the lowest of the compared OMol25 structures with the same formula, charge and spin: 666.2 kJ/mol

Geometry as ORCA input:
```
! wB97M-V def2-TZVPD RIJCOSX def2/J DEFGRID3
* xyz 0 1
C 2.811 0.065 0.076
C 1.693 0.164 1.126
C 0.463 0.798 0.679
C -0.470 -0.054 0.015
C -1.340 0.005 -1.119
C -2.291 0.589 -0.248
C -3.510 -0.287 0.098
N 2.508 -0.656 -1.215
H 3.555 -0.594 0.548
H 3.221 0.980 -0.158
H 1.544 -0.990 1.474
H 2.207 0.642 2.099
H 0.731 1.725 0.193
H -0.497 -1.066 0.475
H -0.803 0.350 -1.955
H -2.324 1.635 0.093
H -4.259 -0.067 -0.639
H -3.884 -0.192 1.107
H -3.212 -1.306 -0.092
H 2.064 -1.427 -0.760
H 1.791 -0.315 -1.796
*
```